Record 1
This record from the Open Molecules 2025 dataset describes a structure of composition C20H45CrN2P3SSe. The level of theory is the ωB97M-V functional and the def2-TZVPD basis.

For the maximum force, the calculation gives 0.05100 hartree/bohr. Its electronic energy is -5765.70838 a.u. For the HOMO-LUMO gap (spin up / spin down), the calculation gives 4.796 / 5.809 eV. The relative energy (zero: lowest compared OMol25 entry of this formula, charge and spin) is 104.9 kJ/mol. The net charge is +3. Its spin multiplicity is 4.

Atoms and positions in Å:
Cr 0.5027 0.3128 0.3256
P 0.7038 1.4469 2.2296
P -1.9040 1.0120 0.3634
P 0.9945 2.0386 -1.1037
H 4.0496 -2.6944 -0.6038
C 4.5313 -1.7446 -0.3442
C 3.9786 -0.8149 0.4735
H 3.0289 -0.9382 0.9832
C 0.3578 0.5208 3.7440
C 0.0458 3.0698 2.7063
C 2.4704 1.7777 2.4155
C -2.6392 0.0754 -1.0107
C -3.0190 0.5782 1.7623
C -2.4987 2.7444 0.1198
C 2.7070 1.9296 -1.6539
C 0.6783 3.8113 -0.7364
C -0.0503 1.7489 -2.5763
H 5.5518 -1.6155 -0.7585
H 4.5373 0.1063 0.6523
H 1.1414 -0.2305 3.8809
H -0.6330 0.0627 3.7413
H 0.4202 1.2745 4.5502
H -1.0226 3.0369 2.9492
H 0.2499 3.8724 1.9861
H 0.5912 3.3032 3.6378
H 3.0353 0.8399 2.4647
H 2.5474 2.3089 3.3731
H 2.8741 2.4104 1.6183
H -3.5969 0.5155 -1.3274
H -2.7945 -0.9616 -0.6896
H -1.9557 0.0391 -1.8665
H -3.9365 1.1934 1.7132
H -2.5281 0.7712 2.7269
H -3.3113 -0.4781 1.7118
H -3.5996 2.7736 0.2239
H -2.2403 3.1447 -0.8709
H -2.0702 3.4033 0.8921
H 2.9670 2.6948 -2.4003
H 2.9008 0.9238 -2.0693
H 3.3837 2.0653 -0.7865
H 0.9136 4.4264 -1.6160
H 1.3157 4.1346 0.0988
H -0.3749 3.9869 -0.4832
H 0.2315 2.4223 -3.4009
H -1.1067 1.9480 -2.3474
H 0.0350 0.7029 -2.9191
C -0.0583 -2.1052 -3.6161
C 0.9955 -2.3055 -2.6961
C 2.2341 -1.6902 -2.8655
C 2.5978 -1.2261 -4.1354
C 1.5924 -1.1374 -5.1091
C 0.3047 -1.6300 -4.8908
Se -1.7416 -2.7639 -3.0095
H -2.7176 -1.6507 -3.1574
H 0.8611 -2.9691 -1.8257
H 2.9217 -1.6096 -2.0161
H 3.6520 -1.0704 -4.4043
H 1.8142 -0.6682 -6.0738
H -0.4093 -1.7785 -5.6971
C -2.4458 -2.6635 3.6341
N -1.2004 -2.7485 2.8724
C -1.0682 -2.4434 1.5605
S 0.5165 -1.9404 1.0008
N -2.0752 -2.6480 0.6744
C -3.0268 -3.7553 0.8247
H -2.9314 -3.6324 3.6043
H -3.1163 -1.9087 3.2285
H -2.2068 -2.4019 4.6644
H -0.3290 -2.6036 3.3832
H -1.7761 -2.5154 -0.3070
H -3.3438 -4.1124 -0.1688
H -2.5815 -4.5763 1.4074
H -3.9252 -3.3949 1.3389

Record 2
This record from the Open Molecules 2025 dataset describes a structure of composition C20H45F6N3O7Ti. The level of theory is the ωB97M-V functional and the def2-TZVPD basis.

For the maximum force, the calculation gives 0.05914 hartree/bohr. Its electronic energy is -2928.61202 a.u. For the HOMO-LUMO gap (spin up / spin down), the calculation gives 2.696 / 7.761 eV. The relative energy (zero: lowest compared OMol25 entry of this formula, charge and spin) is 0.0 kJ/mol. The net charge is -1. Its spin multiplicity is 4.

Atoms and positions in Å:
Ti -0.1726 0.5810 -0.5933
C -0.5593 3.1711 -1.9875
O 0.0319 1.9862 -2.5510
O -0.9744 2.8781 -0.7745
C 0.3678 4.3886 -2.1128
F 0.4121 4.8704 -3.3904
F 0.0089 5.3804 -1.3169
F 1.6656 4.0687 -1.8218
C 0.1982 1.9220 -3.9546
C 1.0230 0.6915 -4.2816
H 0.6334 -0.1570 -3.7075
H 0.9806 0.4536 -5.3431
H 2.0487 0.7999 -3.9250
H 0.7307 2.7885 -4.3533
H -0.7706 1.8553 -4.4672
H -1.4826 3.4633 -2.5580
C -0.1300 0.6156 2.9377
O -0.7022 1.6276 3.7736
O -0.4082 0.8444 1.7147
C 1.3912 0.5467 3.2065
F 2.0242 -0.1967 2.2901
F 1.9948 1.7523 3.1921
F 1.6865 -0.0042 4.4073
C -0.9020 1.3288 5.1142
C -1.2912 2.6005 5.8450
H -2.1455 3.0890 5.3699
H -1.4350 2.4617 6.9160
H -0.4782 3.3290 5.7444
H -0.0172 0.9563 5.6496
H -1.6702 0.5549 5.2830
H -0.4942 -0.4035 3.2318
C -1.1375 -3.8146 -1.3503
C -0.2391 -2.5715 -1.4366
C 0.8437 -2.6971 -2.4650
O 1.6253 -3.8584 -2.2451
C 2.6804 -3.9556 -3.1427
N -1.0400 -1.3593 -1.7100
H -0.5195 -4.7170 -1.3380
H -1.7739 -3.8797 -2.2430
H -1.7822 -3.8259 -0.4711
H 0.1842 -2.4138 -0.4392
H 1.5058 -1.8190 -2.3462
H 0.4911 -2.6793 -3.5108
H 2.3299 -3.8626 -4.1878
H 3.1645 -4.9304 -3.0986
H 3.4304 -3.1680 -2.9812
H -1.7401 -1.2932 -0.9594
H -1.5344 -1.5205 -2.5846
C 3.9734 -0.2057 -1.6374
C 3.6299 0.6667 -0.4469
C 4.4749 1.9226 -0.3602
O 4.3203 2.6365 0.8498
C 4.9347 2.0114 1.9530
N 2.1875 0.9893 -0.4776
H 3.4404 -1.1555 -1.5545
H 5.0106 -0.5704 -1.5754
H 3.8519 0.2931 -2.5976
H 3.7738 0.0911 0.4710
H 4.1305 2.6049 -1.1459
H 5.5508 1.7482 -0.5230
H 6.0259 2.1080 1.8387
H 4.6854 0.9529 2.0521
H 4.6093 2.5122 2.8595
H 1.9692 1.5332 0.3634
H 2.0568 1.6478 -1.2524
C -4.3394 -0.1546 2.4008
C -3.5686 -1.0634 1.4332
C -4.5066 -1.9144 0.6123
O -5.2587 -2.7589 1.4535
C -6.1750 -3.5101 0.7348
N -2.6933 -0.3159 0.5017
H -5.2503 -0.6885 2.6997
H -4.6015 0.8175 1.9889
H -3.7999 -0.0426 3.3423
H -2.9666 -1.7224 2.0654
H -3.9711 -2.5077 -0.1362
H -5.2033 -1.2202 0.1092
H -5.6792 -4.2706 0.1096
H -6.7377 -2.8739 0.0311
H -6.8997 -4.0173 1.3677
H -1.8974 -0.0128 1.1087
H -3.1300 0.5915 0.3330

Record 3
This record from the Open Molecules 2025 dataset describes a cluster of 10 separate species, C20H46Br8Cl8N2O2 in total. The level of theory is the ωB97M-V functional and the def2-TZVPD basis.

For the maximum force, the calculation gives 0.03666 hartree/bohr. Its structure (SMILES) is COC[C@H](C)N.COC[C@H](C)N.BrCCBr.BrCCBr.BrCCBr.BrCCBr.ClCCl.ClCCl.ClCCl.ClCCl. Its electronic energy is -25323.19373 a.u. For the HOMO-LUMO gap, the calculation gives 9.323 eV.

Atoms and positions in Å:
C 2.7110 -3.1122 4.1952
O 2.1695 -1.7362 4.1454
C 3.2305 -0.7571 4.1682
C 3.1995 0.4949 3.2858
C 4.5865 1.1773 3.2945
N 2.2007 1.4097 3.8244
H 3.3627 -3.4304 3.3815
H 1.8920 -3.8259 4.1058
H 3.2182 -3.3701 5.1249
H 3.2761 -0.4244 5.2052
H 4.1798 -1.2716 4.0197
H 2.8525 0.1591 2.3085
H 4.8455 1.5401 4.2892
H 4.5770 1.9265 2.5029
H 5.3743 0.4523 3.0897
H 2.5339 1.6827 4.7380
H 1.3048 0.9688 3.9758
C -2.2261 -4.8849 -2.9344
O -3.1695 -5.2591 -1.9320
C -2.6141 -5.0673 -0.6223
C -2.6511 -3.5686 -0.2186
C -2.1225 -3.3824 1.2582
N -4.0077 -3.0707 -0.2429
H -1.9713 -3.8324 -2.8109
H -2.6483 -5.0537 -3.9250
H -1.3074 -5.4712 -2.9525
H -3.1929 -5.6577 0.0881
H -1.6028 -5.4678 -0.6928
H -2.0480 -2.9943 -0.9218
H -1.8516 -2.3379 1.4127
H -1.1989 -3.9441 1.3979
H -2.7970 -3.8461 1.9779
H -4.5419 -3.7173 0.3197
H -4.3934 -3.2429 -1.1604
Br 3.8092 3.0632 -1.5398
C 4.0707 1.9450 -3.1411
C 3.9790 2.7057 -4.4218
Br 5.3736 4.1740 -4.5306
H 3.3088 1.1656 -3.1489
H 5.0564 1.4841 -3.0776
H 3.0808 3.2620 -4.6898
H 4.0135 2.0276 -5.2745
Br -2.9038 -1.7631 -5.1097
C -1.6951 -0.9811 -6.4195
C -0.2934 -1.4128 -6.1290
Br 0.9351 -0.5001 -7.3770
H -1.8055 0.0980 -6.3123
H -2.0066 -1.3245 -7.4060
H -0.2491 -2.4957 -6.2452
H -0.0646 -1.2279 -5.0794
Br -0.6991 3.0112 -5.3275
C -0.8033 3.4746 -3.3763
C -2.2549 3.3718 -2.9966
Br -2.4413 4.1605 -1.2081
H -0.5201 4.5144 -3.2134
H -0.2699 2.8231 -2.6841
H -2.5195 2.3160 -3.0550
H -2.9106 3.9256 -3.6686
Br -1.0054 0.9030 1.5608
C 0.3699 0.7617 0.1419
C -0.2808 0.1777 -1.1046
Br 0.9032 0.2421 -2.7419
H 1.2231 0.2100 0.5366
H 0.8442 1.7246 -0.0477
H -1.2495 0.6260 -1.3255
H -0.4710 -0.8646 -0.8489
Cl 0.7732 4.3961 0.3242
C 2.1086 4.1037 1.4678
Cl 2.2978 5.3288 2.7312
H 2.0186 3.1284 1.9462
H 3.0721 4.0682 0.9594
Cl -4.3779 1.6071 1.8963
C -4.4074 -0.0611 1.3609
Cl -4.7066 -1.2334 2.7197
H -5.1900 -0.2067 0.6163
H -3.4771 -0.2609 0.8291
Cl -2.1183 3.4605 4.5320
C -0.9726 4.1095 3.2940
Cl -1.6931 5.6305 2.6143
H -0.0972 4.4781 3.8286
H -0.7647 3.3703 2.5203
Cl -2.1807 -1.6151 5.9647
C -1.2089 -0.9781 4.6037
Cl -0.2744 0.3661 5.2397
H -0.5385 -1.7487 4.2232
H -1.9570 -0.6262 3.8934

Record 4
This record from the Open Molecules 2025 dataset describes a structure of composition C20H46CeO3P4Se. The level of theory is the ωB97M-V functional and the def2-TZVPD basis.

For the maximum force, the calculation gives 0.09329 hartree/bohr. Its electronic energy is -5256.06697 a.u. For the HOMO-LUMO gap (spin up / spin down), the calculation gives 5.282 / 3.851 eV. The relative energy (zero: lowest compared OMol25 entry of this formula, charge and spin) is 551.6 kJ/mol. The net charge is +3. Its spin multiplicity is 2.

Atoms and positions in Å:
Ce -0.3402 -0.1829 0.5013
P -1.8449 -0.9862 2.4849
P 0.8319 -2.3694 -0.1529
P -2.3437 -1.0219 -1.1875
H 0.6021 1.9512 -0.8749
C -0.3682 1.5127 -0.9405
C -1.3463 1.8008 0.2192
H -0.9834 2.4132 1.0173
C -1.2036 -0.4069 3.9934
C -2.1246 -2.6952 2.7155
C -3.4457 -0.2171 2.3627
C 1.7796 -2.1576 -1.6098
C 1.9479 -2.8727 1.0836
C -0.1302 -3.8254 -0.4362
C -3.4975 0.2703 -1.5206
C -3.3218 -2.3994 -0.7487
C -1.6245 -1.3752 -2.7746
H -0.7859 1.3311 -1.8902
H -2.3746 1.7891 0.0087
H -0.9876 0.6707 4.0060
H -0.2960 -0.9447 4.2928
H -1.9926 -0.6172 4.7270
H -1.1871 -3.2318 2.9127
H -2.6257 -3.1797 1.8703
H -2.7684 -2.7637 3.6025
H -3.3668 0.8780 2.3231
H -3.9607 -0.5112 3.2885
H -4.0325 -0.5500 1.5029
H 2.3201 -3.1088 -1.7499
H 2.5161 -1.3438 -1.5265
H 1.1743 -1.9597 -2.5041
H 2.4119 -3.7757 0.6816
H 1.4459 -3.1237 2.0315
H 2.7268 -2.1335 1.3108
H 0.6301 -4.5945 -0.6251
H -0.7900 -3.7640 -1.3017
H -0.7218 -4.1138 0.4412
H -4.1603 -0.1734 -2.2698
H -3.0405 1.1773 -1.9310
H -4.0864 0.5477 -0.6331
H -3.9461 -2.5798 -1.6335
H -3.9687 -2.1797 0.1048
H -2.7458 -3.3052 -0.5253
H -2.4883 -1.5224 -3.4402
H -1.0162 -2.2834 -2.7737
H -1.0103 -0.5446 -3.1538
C 2.1796 2.0265 -5.0357
C 1.4764 2.9093 -4.1772
C 1.1701 4.1999 -4.5821
C 1.5502 4.6596 -5.8509
C 2.2479 3.7993 -6.7162
C 2.5587 2.5093 -6.3223
Se 2.6480 0.2491 -4.5908
H 2.0090 0.3310 -3.1866
H 1.1809 2.5538 -3.1904
H 0.6289 4.8608 -3.9053
H 1.3072 5.6753 -6.1647
H 2.5465 4.1473 -7.7017
H 3.0998 1.8408 -6.9921
C 2.1716 -1.1853 4.2069
O 2.5565 -0.8630 2.8831
P 1.8862 0.6216 2.2441
O 3.1651 1.4553 2.9409
C 3.0300 1.7845 4.3797
O 1.1209 2.0925 1.5898
C 0.7836 3.0962 2.6439
H 3.0332 -1.4385 4.7335
H 1.5237 -2.0343 4.0594
H 1.6426 -0.3707 4.7676
H 1.9405 1.7874 4.6585
H 3.5505 1.1177 5.0175
H 3.3871 2.7744 4.4359
H 0.2196 2.5716 3.4355
H 1.7224 3.5012 2.9616
H 0.2033 3.7989 2.1790

Record 5
This record from the Open Molecules 2025 dataset describes a structure of composition C20H46CeO4P4. The level of theory is the ωB97M-V functional and the def2-TZVPD basis.

For the maximum force, the calculation gives 0.09694 hartree/bohr. Its electronic energy is -2930.00546 a.u. For the HOMO-LUMO gap (spin up / spin down), the calculation gives 2.149 / 2.214 eV. The relative energy (zero: lowest compared OMol25 entry of this formula, charge and spin) is 412.9 kJ/mol. The net charge is +3. Its spin multiplicity is 2.

Atoms and positions in Å:
Ce 1.1383 0.2200 0.8566
P 0.2461 1.1411 -1.6765
P 0.6006 2.7627 1.6168
P 0.2253 -2.1720 -0.0230
H -1.5217 0.9219 2.3831
C -1.0234 -0.0770 2.2653
C 0.1051 -0.3913 2.9449
H 0.6587 0.3448 3.5845
C -1.5178 1.3697 -1.9519
C 1.0669 2.7096 -2.0469
C 0.8392 0.0179 -2.9671
C 0.5420 2.7764 3.4178
C 1.9613 3.8507 1.1559
C -0.9417 3.4495 1.0392
C 0.0646 -3.2465 1.4153
C 1.4828 -2.9172 -1.0829
C -1.3537 -2.1822 -0.8578
H -1.6632 -0.8653 1.7851
H 0.5149 -1.4343 2.9963
H -1.5281 1.7206 -2.9835
H -1.9106 2.1155 -1.2526
H -2.0429 0.4155 -1.8344
H 0.7582 2.8394 -3.0843
H 2.1525 2.5931 -1.9409
H 0.6944 3.5107 -1.4016
H 0.5787 0.5979 -3.8526
H 0.3157 -0.9419 -2.9299
H 1.9225 -0.1194 -2.8693
H 0.4420 3.8491 3.5791
H 1.4716 2.3756 3.8359
H -0.3241 2.2201 3.7870
H 1.4770 4.8118 1.3244
H 2.2750 3.7013 0.1182
H 2.7912 3.6396 1.8386
H -0.9762 4.3718 1.6198
H -1.7848 2.7919 1.2809
H -0.9122 3.6458 -0.0365
H -0.1923 -4.1738 0.9052
H -0.7392 -2.8996 2.0718
H 1.0102 -3.3185 1.9643
H 0.9743 -3.8538 -1.3100
H 2.4002 -3.0556 -0.4985
H 1.6632 -2.2947 -1.9656
H -1.5139 -3.2545 -0.9728
H -1.3020 -1.6705 -1.8238
H -2.1308 -1.7245 -0.2325
C -5.5630 -1.6455 -3.1354
C -6.9268 -1.2973 -3.1867
C -7.7507 -1.6549 -2.1117
C -7.2242 -2.3477 -1.0106
C -5.8622 -2.6865 -0.9807
C -5.0233 -2.3381 -2.0401
O -4.6862 -1.3186 -4.1427
H -5.1769 -0.8508 -4.8337
H -7.3227 -0.7559 -4.0532
H -8.8093 -1.3893 -2.1388
H -7.8752 -2.6228 -0.1772
H -5.4439 -3.2270 -0.1274
H -3.9607 -2.5938 -2.0471
C 5.0336 1.1547 -0.7588
O 3.9429 1.8106 -0.1511
P 3.5548 1.0586 1.3904
O 4.9036 1.2847 2.1694
C 5.8914 0.3122 2.5527
O 3.0251 -0.4465 2.6204
C 3.4292 -1.7108 2.2715
H 4.9593 1.5881 -1.7631
H 4.8933 0.0597 -0.7947
H 6.0160 1.3852 -0.2882
H 6.0607 -0.4383 1.7667
H 6.8441 0.8694 2.7401
H 5.5185 -0.1393 3.4822
H 3.2726 -1.9448 1.1769
H 4.5132 -1.8711 2.5100
H 2.7731 -2.4159 2.8695

Record 6
This record from the Open Molecules 2025 dataset describes a cluster of 5 separate species, C20H46ClO18P6 in total. The level of theory is the ωB97M-V functional and the def2-TZVPD basis.

For the maximum force, the calculation gives 0.02534 hartree/bohr. Its electronic energy is -4652.43570 a.u. For the HOMO-LUMO gap, the calculation gives 8.161 eV. The relative energy (zero: lowest compared OMol25 entry of this formula, charge and spin) is 18.0 kJ/mol. The net charge is +1.

Atoms and positions in Å:
O -1.0649 6.3198 1.4740
P -0.5228 5.4325 0.4393
P -0.7637 3.3125 1.1011
Cl 0.5213 3.0144 2.5739
C -0.5250 2.0699 -0.1919
C -1.7361 1.1058 -0.2961
O -1.5455 -0.0545 -0.4268
C -3.0637 1.7615 -0.1731
C -4.0441 1.1993 0.6418
C -5.2444 1.8839 0.7967
C -5.4725 3.0862 0.1366
C -4.4911 3.6284 -0.6843
C -3.2765 2.9744 -0.8388
H 0.8568 5.6028 0.2187
H -1.2532 5.4565 -0.7654
H -2.0284 3.2713 1.6944
H -0.3509 2.5695 -1.1414
H 0.3456 1.4679 0.0710
H -3.8674 0.2809 1.1723
H -5.9952 1.4678 1.4501
H -6.4117 3.5966 0.2713
H -4.6737 4.5698 -1.1787
H -2.5061 3.4033 -1.4625
C -9.0543 -2.5425 1.3388
O -7.9278 -1.8727 0.7610
P -6.7691 -2.7372 0.1300
O -7.1002 -3.4839 -1.0801
O -6.2028 -3.6370 1.3225
C -6.6194 -5.0083 1.4310
O -5.6585 -1.6234 -0.0017
C -4.3567 -2.0180 -0.4534
H -9.3504 -3.4042 0.7392
H -8.8133 -2.8549 2.3554
H -9.8754 -1.8332 1.3707
H -6.6473 -5.4817 0.4513
H -7.6001 -5.0715 1.9005
H -5.8939 -5.5195 2.0587
H -4.3829 -2.3244 -1.4989
H -3.9629 -2.8334 0.1561
H -3.7070 -1.1670 -0.3514
C -4.3109 -1.7088 3.5801
O -4.7533 -1.5533 4.9243
P -3.9450 -2.2868 6.0698
O -2.5827 -1.8000 6.2910
O -4.0305 -3.8457 5.7405
C -2.9248 -4.4957 5.1011
O -4.9682 -2.1135 7.2464
C -4.6598 -2.7356 8.5029
H -3.2191 -1.6919 3.5215
H -4.6934 -2.6424 3.1665
H -4.7114 -0.8827 2.9961
H -1.9795 -4.1538 5.5194
H -2.9419 -4.3096 4.0265
H -3.0302 -5.5633 5.2758
H -3.7966 -2.2537 8.9598
H -4.4646 -3.7990 8.3666
H -5.5278 -2.6118 9.1425
C 5.6831 1.6174 -1.9621
O 4.3920 1.5196 -2.5893
P 3.4612 0.3114 -2.2097
O 2.9266 0.3255 -0.8395
O 4.2494 -1.0099 -2.6044
C 4.9547 -1.7543 -1.5969
O 2.3848 0.4263 -3.3555
C 1.3793 -0.5932 -3.4282
H 5.6286 1.3420 -0.9075
H 6.3966 0.9806 -2.4824
H 6.0155 2.6468 -2.0456
H 4.3693 -1.8173 -0.6812
H 5.9191 -1.2922 -1.3902
H 5.1184 -2.7540 -1.9894
H 0.7148 -0.5363 -2.5649
H 1.8366 -1.5808 -3.4758
H 0.8122 -0.4211 -4.3382
C 11.0599 -0.0977 -4.9481
O 11.2634 0.9474 -3.9942
P 10.1575 2.0570 -3.8256
O 8.8810 1.6096 -3.2600
O 10.0155 2.7664 -5.2466
C 8.9396 2.4007 -6.1204
O 10.9731 3.1047 -2.9863
C 10.3491 4.3572 -2.6824
H 10.0220 -0.4349 -4.9511
H 11.3444 0.2512 -5.9413
H 11.7019 -0.9268 -4.6669
H 8.0119 2.2781 -5.5634
H 9.1756 1.4786 -6.6510
H 8.8221 3.2033 -6.8438
H 9.5170 4.2075 -1.9948
H 9.9977 4.8425 -3.5931
H 11.1006 4.9841 -2.2127